The following is a quantum chemistry calculation of C43H38F6MnN4S3 as an isolated structure, from the Open Molecules 2025 dataset.

ORCA input file:
```
! RIJCOSX wB97M-V def2-TZVPD def2/J DEFGRID3
* xyz 0 6
Mn -0.396 0.968 -0.317
C -1.807 -1.941 -3.297
C -0.454 -2.301 -2.690
C 0.563 -1.180 -2.892
C -0.565 -2.777 -1.249
C -0.116 -4.070 -0.980
C -0.230 -4.637 0.278
C -0.779 -3.887 1.303
C -1.206 -2.581 1.089
C -1.711 -1.772 2.274
C -2.987 -2.366 2.870
C -0.624 -1.646 3.347
C -1.116 -2.023 -0.199
N -1.571 -0.687 -0.368
C -2.937 -0.511 -0.330
C -3.898 -1.514 -0.548
C -5.259 -1.251 -0.488
C -5.738 0.022 -0.209
C -4.819 1.048 -0.004
C -3.483 0.755 -0.080
F -2.580 1.794 0.063
H -1.715 -1.782 -4.374
H -2.213 -1.034 -2.850
H -2.531 -2.741 -3.134
H -0.075 -3.163 -3.249
H 0.284 -0.291 -2.321
H 0.616 -0.888 -3.943
H 1.560 -1.487 -2.565
H 0.302 -4.652 -1.794
H 0.101 -5.652 0.455
H -0.864 -4.316 2.295
H -1.939 -0.765 1.928
H -2.792 -3.340 3.327
H -3.758 -2.495 2.110
H -3.383 -1.710 3.648
H -0.368 -2.620 3.769
H -0.974 -1.013 4.166
H 0.290 -1.208 2.938
H -3.553 -2.518 -0.760
H -5.955 -2.061 -0.664
H -6.798 0.219 -0.145
H -5.120 2.063 0.213
F -1.564 0.643 7.150
C -1.215 1.013 5.915
C -2.179 1.419 5.007
F -3.463 1.446 5.373
C -1.805 1.799 3.731
F -2.779 2.188 2.902
C -0.479 1.787 3.302
S -0.011 2.408 1.731
C 0.454 1.353 4.236
F 1.757 1.294 3.911
C 0.110 0.983 5.523
F 1.049 0.575 6.385
N 1.699 2.983 -2.235
C 0.627 2.537 -2.929
N -0.485 2.130 -2.382
C -1.449 1.917 -3.382
C -2.792 1.629 -3.174
C -3.613 1.424 -4.267
C -3.123 1.519 -5.570
C -1.799 1.855 -5.794
C -0.985 2.062 -4.690
S 0.679 2.574 -4.668
H 1.786 2.676 -1.273
H 2.569 3.110 -2.725
H -3.195 1.562 -2.175
H -4.655 1.187 -4.099
H -3.780 1.345 -6.410
H -1.413 1.962 -6.798
N 1.732 0.665 -0.361
S 2.716 0.848 0.888
C 3.912 -0.466 0.745
C 5.204 -0.319 1.229
C 6.067 -1.402 1.186
C 5.639 -2.620 0.674
C 4.338 -2.762 0.217
C 3.462 -1.686 0.256
C 3.739 2.268 0.586
C 3.573 3.332 1.456
C 4.283 4.505 1.221
C 5.133 4.597 0.132
C 5.290 3.519 -0.737
C 4.591 2.347 -0.513
H 2.221 0.250 -1.154
H 5.539 0.626 1.635
H 7.078 -1.291 1.552
H 6.318 -3.461 0.643
H 3.993 -3.713 -0.165
H 2.438 -1.800 -0.076
H 2.878 3.248 2.281
H 4.160 5.347 1.888
H 5.677 5.514 -0.050
H 5.963 3.595 -1.581
H 4.716 1.494 -1.169
*
```

Output
Kohn-Sham gap (alpha / beta) (eV): 6.9 / 7.1
⟨S²⟩: 8.756
DFT total energy (Ha): -4825.2127
Highest occupied orbital energy (alpha / beta) (eV): -6.872 / -7.123

Listed below, in e, are the Mulliken charges computed for each atom: Mn 0.52; C -1.28; C 0.35; C -0.82; C 0.96; C -1.05; C -1.57; C -0.22; C 0.56; C 2.19; C -1.80; C -1.28; C -1.97; N 2.78; C 0.98; C -0.92; C -0.89; C -0.75; C -0.48; C -0.54; F -0.49; H 0.49; H -0.10; H 0.35; H 0.62; H -0.12; H 0.57; H 0.35; H 0.40; H 0.40; H 0.41; H -1.01; H 0.38; H 0.33; H 0.40; H 0.42; H 0.25; H 0.12; H 0.52; H 0.43; H 0.42; H 0.53; F -0.34; C 0.75; C 0.18; F -0.35; C 0.24; F -0.38; C 0.90; S -0.52; C -0.35; F -0.36; C 0.07; F -0.34; N -0.27; C 0.46; N -0.26; C -0.92; C -0.22; C -0.42; C -0.65; C -0.49; C 0.96; S -0.35; H -0.09; H 0.32; H 0.56; H 0.44; H 0.40; H 0.41; N 0.23; S 0.62; C 0.22; C -0.65; C -0.71; C -0.58; C -0.74; C -0.20; C -0.02; C -0.02; C -0.72; C -0.46; C -0.74; C -0.20; H 0.04; H 0.48; H 0.41; H 0.40; H 0.50; H 0.29; H 0.28; H 0.45; H 0.39; H 0.43; H 0.49